# 1
This record from OMol25 describes a 14-piece molecular cluster, C5H40NO14S overall at a distorted geometry. The level of theory is ωB97M-V with the def2-TZVPD basis set.

Results
- electronic energy (hartree) = -1720.69215
- frontier orbital gap (eV) = 9.09

The geometry in ORCA input format:
```
! wB97M-V def2-TZVPD RIJCOSX def2/J DEFGRID3
* xyz 1 1
S -0.42 -0.70 -3.25
O 3.16 -2.12 0.67
O -2.34 -2.63 2.68
O -0.59 1.21 3.91
O -4.37 0.29 -0.50
O 3.17 1.92 -1.87
O 1.75 4.16 -1.64
O 0.44 2.81 2.05
O 0.55 -2.59 1.12
O -3.04 -2.59 0.05
O -0.99 -4.16 -0.63
O 2.66 1.33 2.25
O -4.27 -1.71 -2.27
O 3.99 0.41 0.13
O 1.56 5.57 0.62
N -0.77 -0.09 1.39
C -0.24 -2.46 -3.64
C -0.01 0.90 0.54
C 0.06 -0.65 -1.48
C -0.31 0.72 -0.95
C -0.37 2.32 0.96
H -0.79 0.20 2.38
H -3.62 -2.38 -0.71
H -1.35 0.97 -1.16
H 1.19 4.60 -2.28
H -5.29 0.56 -0.42
H 2.67 2.78 -1.79
H 1.07 0.68 0.73
H -1.17 1.54 4.60
H 3.73 -2.70 0.14
H -4.96 -2.20 -2.74
H -0.96 -5.06 -0.30
H -0.39 -3.64 -0.04
H -0.18 1.97 3.44
H 3.66 1.00 -0.61
H -0.31 -1.03 1.34
H 0.80 -2.79 -3.69
H -2.36 -3.25 -0.26
H 1.52 -2.53 0.97
H 4.95 0.54 0.12
H 1.70 4.70 -0.80
H 1.13 -0.85 -1.33
H -0.71 -2.65 -4.60
H 3.08 1.65 -2.79
H -3.58 -1.57 -2.94
H -1.41 2.38 1.35
H 2.21 6.15 1.02
H 1.32 2.33 2.06
H -4.39 -0.38 -1.22
H 3.47 -1.21 0.45
H -2.79 -2.82 1.84
H 3.22 1.04 1.49
H -0.73 -3.09 -2.90
H 3.13 1.22 3.08
H -0.48 -1.46 -0.95
H 0.23 1.50 -1.49
H 0.39 -2.85 2.04
H -1.74 -0.17 1.03
H 1.31 4.89 1.28
H -0.29 3.04 0.13
H -2.88 -3.05 3.36
*
```

---

# 2
This record from OMol25 describes a 2-piece molecular cluster, C5H4Br3N3O overall at a distorted geometry. The level of theory is ωB97M-V with the def2-TZVPD basis set.

Results
- electronic energy (hartree) = -8154.37064
- frontier orbital gap (eV) = 8.92

The geometry in ORCA input format:
```
! wB97M-V def2-TZVPD RIJCOSX def2/J DEFGRID3
* xyz 0 1
Br 0.72 -3.66 -2.45
Br 2.82 -1.37 1.29
Br 2.18 1.96 -1.71
O -2.63 1.23 -0.04
N -0.60 1.91 -1.11
N -0.60 0.69 0.65
N 0.66 0.69 0.18
C 0.67 1.55 -0.79
C 1.86 -2.22 -0.07
C -0.97 -0.23 1.69
C 1.53 -2.77 -1.12
C -1.47 1.31 -0.19
H -0.86 2.42 -1.95
H -1.79 0.23 2.28
H -1.47 -1.05 1.13
H -0.07 -0.67 2.20
*
```

---

# 3
This record from OMol25 describes the molecule C5H4BrNO3 at a distorted geometry. The level of theory is ωB97M-V with the def2-TZVPD basis set.

Results
- electronic energy (hartree) = -3047.27010
- energy above the lowest of the compared OMol25 structures with the same formula, charge and spin (kcal/mol) = 1.1
- frontier orbital gap (eV) = 8.08

The geometry in ORCA input format:
```
! wB97M-V def2-TZVPD RIJCOSX def2/J DEFGRID3
* xyz 0 1
Br -2.47 0.18 2.75
O 0.14 -0.30 1.38
O 1.13 1.12 -2.43
O 2.53 2.33 -1.33
N 1.77 1.39 -1.44
C -1.55 -1.06 0.05
C 1.60 0.62 -0.26
C -1.09 -0.92 1.45
C 0.42 0.03 0.09
C -0.65 -0.47 -0.75
H -1.05 -1.84 2.04
H -0.61 -0.39 -1.82
H -2.42 -1.61 -0.25
H 2.28 0.91 0.53
*
```

---

# 4
This record from OMol25 describes C5H4CeN2O5 as an isolated structure at a distorted geometry. The level of theory is ωB97M-V with the def2-TZVPD basis set.

Results
- electronic energy (hartree) = -1152.58860
- energy above the lowest of the compared OMol25 structures with the same formula, charge and spin (kcal/mol) = 39.6
- <S²> = 0.751
- frontier orbital gap (spin up / spin down) (eV) = 6.60 / 6.75

The geometry in ORCA input format:
```
! wB97M-V def2-TZVPD RIJCOSX def2/J DEFGRID3
* xyz 3 2
Ce -0.92 0.08 0.47
O -1.88 2.02 0.99
O -1.87 -3.32 0.98
O -0.21 -0.65 -2.94
O 4.52 -0.26 -2.35
O 2.27 -0.65 1.83
N -1.33 4.21 0.57
N -3.22 3.68 1.81
C 3.50 -0.34 -1.83
C -2.13 3.27 1.12
C 1.27 -0.44 1.26
C -1.60 -2.20 0.83
C -0.33 -0.44 -1.79
H -0.52 3.92 0.04
H -3.40 4.67 1.91
H -1.58 5.19 0.71
H -3.85 3.00 2.23
*
```

---

# 5
This record from OMol25 describes the molecule C5H4Cl2N2 at a distorted geometry. The level of theory is ωB97M-V with the def2-TZVPD basis set.

Results
- electronic energy (hartree) = -1222.76346
- energy above the lowest of the compared OMol25 structures with the same formula, charge and spin (kcal/mol) = 0.0
- frontier orbital gap (eV) = 10.91

The geometry in ORCA input format:
```
! wB97M-V def2-TZVPD RIJCOSX def2/J DEFGRID3
* xyz 0 1
Cl -0.37 0.46 2.36
Cl 2.74 -0.81 -0.27
N 0.69 -3.00 1.63
N 3.14 0.19 3.26
C -0.42 -0.24 -0.15
C 0.54 0.35 0.82
C 2.53 -0.19 2.35
C 1.15 -1.96 1.61
C 1.70 -0.67 1.30
H -1.27 -0.47 0.39
H 0.96 1.29 0.60
H -0.13 -1.13 -0.66
H -0.63 0.48 -1.01
*
```

---

# 6
This record from OMol25 describes C5H4CuLiO6 as an isolated structure at a distorted geometry. The level of theory is ωB97M-V with the def2-TZVPD basis set.

Results
- electronic energy (hartree) = -2291.60011
- energy above the lowest of the compared OMol25 structures with the same formula, charge and spin (kcal/mol) = 45.4
- <S²> = 2.015
- frontier orbital gap (spin up / spin down) (eV) = 7.66 / 4.52

The geometry in ORCA input format:
```
! wB97M-V def2-TZVPD RIJCOSX def2/J DEFGRID3
* xyz 2 3
Cu -2.35 -0.17 -0.71
O -1.33 0.93 0.15
O 1.75 -0.19 0.97
O -5.80 -2.24 -1.73
O 2.58 -2.23 1.21
O -3.80 -1.18 -1.25
O 3.02 -1.10 -0.64
C 2.44 -1.25 0.46
C -0.23 1.16 0.66
C 0.18 2.43 1.17
C 1.22 0.73 0.04
C -4.80 -1.73 -1.51
Li 3.62 -2.97 -0.30
H -0.06 2.62 2.22
H 1.01 0.65 -1.04
H 2.13 1.29 -0.20
H 0.41 3.26 0.51
*
```